# C2H5IO2S

A cluster of 3 separate species, C2H5IO2S in total in a non-equilibrium geometry (ωB97M-V with the def2-TZVPD basis set, the Open Molecules 2025 dataset).

Structure (XYZ):
```
11
Properties=species:S:1:pos:R:3:mulliken_charge:R:1
C -1.32 0.51 -2.36 -0.353
C -1.95 0.63 -1.25 -0.460
O 1.11 0.17 0.85 -0.311
O 3.30 -0.80 0.55 -0.371
S 2.46 0.35 0.41 0.683
I 1.24 -1.05 4.98 -0.099
H -0.51 -0.34 -2.45 0.185
H 1.86 -2.00 3.91 0.095
H -1.59 1.23 -3.15 0.226
H -2.81 1.32 -1.09 0.212
H -1.77 -0.05 -0.40 0.193
```

Summary:
LUMO = -1.2 eV
Gap between HOMO and LUMO = 8.825 eV
HOMO = -10.04 eV

# C17H42N12O10P

A cluster of 6 separate species, C17H42N12O10P in total in a non-equilibrium geometry (ωB97M-V with the def2-TZVPD basis set, the Open Molecules 2025 dataset).

Structure (XYZ):
```
82
Properties=species:S:1:pos:R:3:mulliken_charge:R:1
C 0.65 -1.83 1.75 -1.004
C 0.08 -1.77 0.69 -0.769
C -0.57 -1.33 -0.60 1.598
C 0.15 -2.12 -1.74 0.127
O -0.37 -2.28 -2.87 -0.716
O 1.28 -2.54 -1.47 -0.792
C -0.35 0.21 -0.87 0.968
C 0.60 0.50 -2.05 -2.426
C 0.18 1.05 0.33 -0.744
C -0.30 2.54 0.11 -0.015
C 0.90 3.53 0.13 -1.422
N -2.04 -1.59 -0.51 0.666
C -2.65 -1.09 0.74 -0.708
C -4.06 -0.47 0.43 -1.196
C -3.86 0.99 -0.04 0.889
N -5.04 1.80 0.43 -0.836
P -2.51 -3.18 -0.79 0.581
O -3.76 -3.48 -0.06 -0.885
O -2.85 -3.49 -2.35 -0.485
O -1.42 -4.27 -0.30 -0.412
H 1.07 -1.73 2.74 0.858
H -1.33 0.61 -1.21 -0.572
H 0.75 1.59 -2.12 0.547
H 0.18 0.19 -3.01 0.635
H 1.61 0.08 -1.87 0.359
H 1.27 1.08 0.33 0.487
H -0.21 0.74 1.31 0.312
H -1.10 2.82 0.82 0.501
H -0.75 2.63 -0.90 -0.070
H 0.60 4.53 -0.21 0.361
H 1.32 3.56 1.14 0.342
H 1.61 3.16 -0.61 0.241
H -2.72 -1.86 1.52 0.617
H -2.07 -0.27 1.19 0.419
H -4.68 -0.54 1.34 0.344
H -4.49 -1.06 -0.38 0.263
H -2.98 1.47 0.41 -0.412
H -3.74 1.03 -1.13 0.199
H -5.83 1.17 0.33 0.239
H -5.16 2.56 -0.23 0.264
H -3.40 -2.77 -2.68 0.328
H -1.58 -5.08 -0.81 0.324
C 2.91 -3.64 4.28 0.655
O 2.57 -2.52 3.95 -0.638
N 2.30 -4.75 3.79 -0.340
N 3.93 -3.87 5.16 -0.447
H 2.56 -5.69 4.05 0.189
H 1.55 -4.62 3.14 0.184
H 4.40 -3.07 5.54 0.211
H 4.22 -4.78 5.44 0.159
C 3.63 6.46 0.78 0.647
O 2.98 6.11 -0.19 -0.582
N 3.17 7.39 1.67 -0.398
N 4.86 5.95 1.07 -0.397
H 3.68 7.69 2.48 0.151
H 2.26 7.79 1.49 0.215
H 5.23 5.26 0.44 0.217
H 5.41 6.22 1.86 0.151
C 0.16 -7.35 5.24 0.665
O 1.34 -7.67 5.19 -0.660
N -0.85 -8.25 5.05 -0.398
N -0.25 -6.08 5.51 -0.363
H -1.83 -8.01 5.09 0.160
H -0.59 -9.20 4.85 0.215
H 0.47 -5.39 5.65 0.212
H -1.21 -5.80 5.56 0.173
C -1.84 3.83 -3.69 0.626
O -1.12 3.96 -2.72 -0.595
N -2.82 4.74 -4.01 -0.436
N -1.75 2.76 -4.53 -0.322
H -3.42 4.65 -4.80 0.133
H -2.92 5.54 -3.41 0.229
H -1.03 2.07 -4.33 0.269
H -2.33 2.63 -5.33 0.145
C 2.23 1.54 -5.07 0.692
O 1.03 1.46 -4.88 -0.611
N 2.95 0.51 -5.61 -0.446
N 2.95 2.66 -4.75 -0.398
H 3.94 0.55 -5.77 0.136
H 2.45 -0.32 -5.85 0.232
H 2.45 3.43 -4.35 0.221
H 3.94 2.74 -4.90 0.138
```

Summary:
LUMO = 2.2 eV
Gap between HOMO and LUMO = 6.269 eV
HOMO = -4.03 eV
Net charge = -1

# C4H6S2

A structure of composition C4H6S2 in a non-equilibrium geometry (ωB97M-V with the def2-TZVPD basis set, the Open Molecules 2025 dataset).

Structure (XYZ):
```
12
Properties=species:S:1:pos:R:3:mulliken_charge:R:1
C 0.82 -0.92 -0.94 -0.845
C 0.47 0.56 -0.91 0.132
C 0.18 0.86 0.53 -0.428
C -1.06 0.11 1.02 -0.361
H 0.58 -1.46 -1.79 0.413
H 1.77 -1.22 -0.27 0.238
H -0.37 -1.29 -0.30 0.220
H 0.98 0.58 1.31 0.334
H 0.12 2.05 0.76 0.331
H -2.09 -0.18 -0.07 0.319
S -0.37 1.40 -2.03 -0.178
S -1.02 -0.49 2.69 -0.174
```

Summary:
LUMO = -1.1 eV
Gap between HOMO and LUMO = 7.796 eV
HOMO = -8.88 eV

# H5O3

A cluster of 3 separate species, H5O3 in total (ωB97M-V with the def2-TZVPD basis set, the Open Molecules 2025 dataset).

Structure (XYZ):
```
8
Properties=species:S:1:pos:R:3:mulliken_charge:R:1
O -1.22 0.15 0.60 -1.066
H -1.24 -0.21 1.50 0.181
O 0.04 0.36 -1.78 -0.703
H 0.52 -0.29 -1.25 0.249
H -0.73 0.54 -1.20 0.430
O 1.13 -0.44 1.11 -0.817
H 0.11 -0.20 0.70 0.499
H 1.77 -0.38 0.40 0.227
```

Summary:
LUMO = 5.0 eV
Gap between HOMO and LUMO = 8.952 eV
HOMO = -4.00 eV
Net charge = -1

Going through the records in order, we get energy relative to the best compared isomer or geometry (same formula, charge and spin) values of 0.2943; 0.0000; 5.1817; 0.5051 eV.